A cluster of 4 separate species, C3H12NO2S in total at a distorted geometry, computed with ωB97M-V/def2-TZVPD.

The geometry in ORCA input format:
```
! RIJCOSX wB97M-V def2-TZVPD def2/J DEFGRID3
* xyz -1 1
C 1.12059 -0.93744 0.18164
C -0.25627 -0.89419 0.96610
C -1.44680 -0.30665 0.25272
S -1.66034 1.49147 0.37447
N -0.50648 -3.46309 0.92763
H 1.55626 -1.98065 0.15418
H 1.88748 -0.20090 0.48976
H 0.97640 -0.68518 -0.97221
H -0.30189 -0.33600 1.84386
H -1.29906 -0.54617 -0.81224
H -2.40800 -0.72889 0.57740
H -0.42817 -2.06647 1.04614
H -1.01741 -3.68853 0.15097
H -0.33232 -4.24021 1.53646
H 3.23813 0.70106 -2.43262
O 2.43352 0.53362 -1.99927
H 0.37461 2.09659 -0.33425
H 1.71783 1.65436 -1.11330
O 1.27171 2.36999 -0.62847
*
```

Kohn-Sham gap	3.37	eV
energy	-19719.6826	eV
HOMO level	-3.9	eV
energy relative to the best compared isomer or geometry (same formula, charge and spin)	187.3	kcal per mole

For reference, the natural (NBO) charges in units of e are: atom 1 (C): -0.68, atom 2 (C): -0.26, atom 3 (C): -0.57, atom 4 (S): -0.10, atom 5 (N): -1.03, atom 6 (H): 0.24, atom 7 (H): 0.27, atom 8 (H): 0.30, atom 9 (H): 0.21, atom 10 (H): 0.24, atom 11 (H): 0.22, atom 12 (H): 0.33, atom 13 (H): 0.34, atom 14 (H): 0.36, atom 15 (H): 0.42, atom 16 (O): -1.20, atom 17 (H): 0.45, atom 18 (H): 0.51, atom 19 (O): -1.05

A cluster of 3 separate species, C3H12NO2S in total at a distorted geometry, computed with ωB97M-V/def2-TZVPD.

The geometry in ORCA input format:
```
! RIJCOSX wB97M-V def2-TZVPD def2/J DEFGRID3
* xyz -1 1
C 1.15464 -1.77088 0.97296
N 0.41230 -0.72308 0.30730
C 0.80393 0.61270 0.47534
C 0.05362 1.49836 -0.48968
S 1.22213 1.48534 -2.05873
H 1.35520 -2.66437 0.40960
H 0.44034 -2.05815 1.76163
H 2.05923 -1.34525 1.41724
H 0.36332 -0.91314 -0.75174
H 0.33457 0.77837 1.58394
H 1.83443 1.10050 0.55157
H -0.26243 2.53512 -0.05374
H -0.90798 1.01423 -0.89329
H -0.74831 0.14369 2.32489
H -1.55956 0.90515 3.24621
O -1.21941 -0.02227 3.27676
H -1.86614 -0.20798 -4.78795
H -1.46258 0.11296 -3.37895
O -2.00730 -0.48129 -3.91336
*
```

Kohn-Sham gap	6.64	eV
energy	-19725.0894	eV
HOMO level	-3.0	eV
energy relative to the best compared isomer or geometry (same formula, charge and spin)	62.7	kcal per mole

For reference, the natural (NBO) charges in units of e are: atom 1 (C): -0.41, atom 2 (N): -0.67, atom 3 (C): -0.20, atom 4 (C): -0.51, atom 5 (S): -0.76, atom 6 (H): 0.19, atom 7 (H): 0.18, atom 8 (H): 0.18, atom 9 (H): 0.38, atom 10 (H): 0.07, atom 11 (H): 0.20, atom 12 (H): 0.19, atom 13 (H): 0.19, atom 14 (H): 0.48, atom 15 (H): 0.45, atom 16 (O): -0.96, atom 17 (H): 0.46, atom 18 (H): 0.50, atom 19 (O): -0.96

Copy entry 2 word for word.
A cluster of 3 separate species, C3H12NO2S in total at a distorted geometry, computed with ωB97M-V/def2-TZVPD.

The geometry in ORCA input format:
```
! RIJCOSX wB97M-V def2-TZVPD def2/J DEFGRID3
* xyz -1 1
C 1.15464 -1.77088 0.97296
N 0.41230 -0.72308 0.30730
C 0.80393 0.61270 0.47534
C 0.05362 1.49836 -0.48968
S 1.22213 1.48534 -2.05873
H 1.35520 -2.66437 0.40960
H 0.44034 -2.05815 1.76163
H 2.05923 -1.34525 1.41724
H 0.36332 -0.91314 -0.75174
H 0.33457 0.77837 1.58394
H 1.83443 1.10050 0.55157
H -0.26243 2.53512 -0.05374
H -0.90798 1.01423 -0.89329
H -0.74831 0.14369 2.32489
H -1.55956 0.90515 3.24621
O -1.21941 -0.02227 3.27676
H -1.86614 -0.20798 -4.78795
H -1.46258 0.11296 -3.37895
O -2.00730 -0.48129 -3.91336
*
```

Kohn-Sham gap	6.64	eV
energy	-19725.0894	eV
HOMO level	-3.0	eV
energy relative to the best compared isomer or geometry (same formula, charge and spin)	62.7	kcal per mole

For reference, the natural (NBO) charges in units of e are: atom 1 (C): -0.41, atom 2 (N): -0.67, atom 3 (C): -0.20, atom 4 (C): -0.51, atom 5 (S): -0.76, atom 6 (H): 0.19, atom 7 (H): 0.18, atom 8 (H): 0.18, atom 9 (H): 0.38, atom 10 (H): 0.07, atom 11 (H): 0.20, atom 12 (H): 0.19, atom 13 (H): 0.19, atom 14 (H): 0.48, atom 15 (H): 0.45, atom 16 (O): -0.96, atom 17 (H): 0.46, atom 18 (H): 0.50, atom 19 (O): -0.96

Which of these has the highest energy relative to the best compared isomer or geometry (same formula, charge and spin)? number 1

Look up the energy relative to the best compared isomer or geometry (same formula, charge and spin) of the first one. 187.3 kcal per mole